Formula: C26H18Cl10MnN2O3S2Si
Source: the Open Molecules 2025 dataset
Level of theory: ωB97M-V/def2-TZVPD

Last column: Löwdin spin population.
CARTESIAN COORDINATES (ANGSTROEM)
Mn (-1.7738, 0.3938, -0.5042)  1.010
Cl (-3.2501, -0.8792, 2.2857)  0.000
C (-2.9849, 0.8478, 2.3379)  0.000
C (-2.4266, 1.4837, 1.2245)  -0.003
C (-2.2774, 2.8628, 1.3915)  -0.001
Cl (-1.5420, 3.7946, 0.1209)  0.002
C (-2.6609, 3.5583, 2.5380)  -0.001
Cl (-2.4750, 5.2799, 2.6543)  0.000
C (-3.2031, 2.8687, 3.6156)  -0.001
Cl (-3.6789, 3.7078, 5.0559)  0.000
C (-3.3599, 1.4928, 3.5156)  0.000
Cl (-4.0251, 0.6185, 4.8599)  0.000
Cl (-1.1094, 3.4289, -3.1341)  0.000
C (-2.6634, 2.6437, -2.9479)  0.003
C (-2.8137, 1.6969, -1.9486)  -0.009
C (-4.0293, 1.0434, -1.9856)  -0.002
Cl (-4.0845, -0.3152, -0.8750)  -0.001
C (-5.0838, 1.3079, -2.8422)  -0.001
Cl (-6.5642, 0.4128, -2.7622)  -0.001
C (-4.9058, 2.3176, -3.7831)  0.001
Cl (-6.1898, 2.7266, -4.8725)  0.000
C (-3.6771, 2.9760, -3.8471)  0.000
Cl (-3.4415, 4.1960, -5.0600)  0.000
O (3.2925, -2.4128, -1.9248)  -0.001
S (2.3089, -3.4134, -1.5798)  -0.001
O (2.3411, -4.6313, -2.3550)  0.000
N (0.8220, -2.7715, -1.5421)  -0.005
C (0.2756, -2.8177, -0.3455)  -0.004
S (-1.2325, -2.2467, 0.1153)  0.004
C (1.1737, -3.4531, 0.6885)  0.000
C (0.9355, -3.6491, 2.0382)  0.000
C (1.9417, -4.2172, 2.8085)  0.000
C (3.1650, -4.5754, 2.2448)  0.000
C (3.4051, -4.3745, 0.8913)  0.000
C (2.3895, -3.8129, 0.1445)  0.000
H (-0.0128, -3.3409, 2.4595)  0.000
H (1.7797, -4.3725, 3.8684)  0.000
H (3.9383, -5.0051, 2.8701)  0.000
H (4.3533, -4.6358, 0.4392)  0.000
C (3.2971, -0.6508, 1.8903)  0.001
Si (2.6957, 1.0960, 1.5448)  0.004
C (2.4950, 1.9948, 3.1868)  0.000
C (4.0274, 1.9886, 0.5563)  0.001
C (1.1347, 1.0499, 0.6549)  0.015
C (0.0451, 0.8568, 0.1187)  -0.013
H (4.1666, -0.6645, 2.5546)  0.000
H (3.5682, -1.1504, 0.9565)  0.000
H (2.4959, -1.2313, 2.3538)  0.000
H (3.4414, 2.0662, 3.7316)  0.000
H (1.7734, 1.4684, 3.8157)  0.000
H (2.1118, 3.0043, 3.0223)  0.000
H (4.9964, 1.9432, 1.0624)  0.000
H (3.7630, 3.0388, 0.4128)  0.000
H (4.1348, 1.5301, -0.4292)  0.000
C (0.0870, -1.2215, -4.3197)  0.000
C (-0.0380, -0.3587, -3.0895)  0.000
N (1.0426, 0.3618, -2.7337)  0.000
O (-1.1258, -0.2897, -2.5216)  0.003
H (1.0834, -1.1818, -4.7587)  0.000
H (-0.6498, -0.8874, -5.0506)  0.000
H (-0.1407, -2.2460, -4.0319)  0.000
H (1.9394, -0.0254, -2.9833)  0.000
H (0.9990, 0.7743, -1.8017)  0.000

Computed properties:
Charge: -2
Expectation value of S²: 1.00
Gap between HOMO and LUMO (alpha / beta) (eV): 6.53 / 6.08
2S+1: 2

Formula: C26H18F2N2O3S
Source: the Open Molecules 2025 dataset
Level of theory: ωB97M-V/def2-TZVPD

Last column: natural (NBO) charge in e.
CARTESIAN COORDINATES (ANGSTROEM)
C (-3.9999, 4.1212, 0.9730)  -0.199
C (-4.3247, 2.7679, 0.7735)  -0.214
C (-3.4140, 1.7632, 1.1078)  -0.184
C (-2.1827, 2.1034, 1.6995)  -0.098
C (-1.3339, 0.9862, 2.1978)  0.559
C (-0.1103, 1.2496, 3.0727)  -0.358
N (1.1654, 0.9765, 2.2696)  -0.335
C (1.2520, 0.0135, 1.3248)  0.140
C (2.4119, -0.1494, 0.5517)  -0.046
C (3.5210, 0.7460, 0.7527)  -0.024
C (4.6583, 0.6352, -0.0792)  -0.191
C (4.7420, -0.3556, -1.0518)  -0.160
C (3.6658, -1.2516, -1.2362)  -0.214
C (2.5138, -1.1308, -0.4687)  -0.152
C (3.3914, 1.7013, 1.7813)  -0.190
C (2.2393, 1.7794, 2.5244)  0.079
O (-1.5822, -0.1749, 1.8729)  -0.605
C (-1.8429, 3.4633, 1.8411)  -0.200
C (-2.7542, 4.4675, 1.5021)  -0.221
H (-4.7232, 4.9025, 0.7333)  0.217
H (-5.2895, 2.4902, 0.3472)  0.218
H (-3.6469, 0.7071, 0.9258)  0.239
H (-0.0467, 2.2417, 3.5147)  0.239
H (0.3616, -0.5837, 1.1435)  0.273
H (5.4648, 1.3581, 0.0507)  0.224
H (5.6261, -0.4361, -1.6896)  0.229
H (3.7382, -2.0348, -1.9965)  0.231
H (1.6484, -1.7761, -0.6350)  0.229
H (4.1904, 2.4060, 2.0045)  0.235
H (2.1223, 2.4577, 3.3679)  0.230
H (-0.8546, 3.7106, 2.2193)  0.199
H (-2.4824, 5.5150, 1.6608)  0.218
F (-1.0593, 0.8537, 6.9622)  -0.331
C (0.0385, 0.8254, 6.1319)  0.435
F (0.9502, -0.0561, 6.6557)  -0.337
S (-0.5982, 0.2282, 4.4929)  0.511
N (0.7097, -1.2196, 4.1820)  -0.798
C (0.1909, -2.5162, 4.2281)  0.665
O (-0.9551, -2.8542, 4.4654)  -0.558
C (1.3567, -3.3759, 3.8847)  -0.063
C (2.4821, -2.5856, 3.7632)  -0.152
C (3.6632, -3.0966, 3.2277)  -0.183
C (3.6685, -4.4430, 2.8215)  -0.213
C (2.5265, -5.2556, 3.0003)  -0.206
C (1.3466, -4.7125, 3.5242)  -0.201
C (2.0936, -1.1934, 4.1338)  0.672
O (2.8311, -0.2392, 4.3186)  -0.634
H (0.4835, 1.8213, 6.0179)  0.139
H (4.5373, -2.4524, 3.1259)  0.223
H (4.5538, -4.8803, 2.3569)  0.213
H (2.5610, -6.3128, 2.7280)  0.216
H (0.4241, -5.2728, 3.6596)  0.234

Computed properties:
Gap between HOMO and LUMO (eV): 3.83
ΔE to the lowest compared entry with this formula, charge and spin (kcal/mol): 65.14

Number 1: F_max 1.0 eV Å⁻¹. Number 2: F_max 5.2 eV Å⁻¹.